This record from the OMol25 dataset describes a molecular structure, C30H45MnNO2P2S2 at a distorted geometry. The level of theory is wB97M-V/def2-TZVPD.

```
83
Properties=species:S:1:pos:R:3:lowdin_spin:R:1
Mn -0.9910 0.1569 -1.7409 2.548
S 1.6006 2.9697 2.2647 0.001
S -1.5332 1.0288 0.2787 0.044
P 3.4826 1.0509 -0.2124 0.006
P -2.5105 -1.4532 -2.0606 0.039
O 2.0672 4.2785 1.8655 0.001
O 2.5656 2.0551 2.8515 0.003
N 0.7263 2.2579 1.0578 0.014
C -2.6117 -3.0776 -2.8620 0.018
C 0.4255 -2.5862 1.2059 0.204
C 1.0140 1.6455 -3.4121 -0.008
C 0.1463 3.4094 4.6315 0.001
C -4.1885 -1.0380 -1.4912 -0.002
C -2.1442 2.3702 3.3450 0.000
C 1.2969 0.4538 -2.4286 -0.013
C 0.3410 -0.7282 -2.5992 -0.128
C -1.2881 -0.7941 -4.6035 -0.004
C -1.0560 3.2614 5.3315 -0.001
C 1.0392 -0.4463 4.1872 0.038
C -0.9383 2.4855 2.6492 0.001
C 2.7591 -1.7269 1.9170 0.048
C -0.5400 1.9779 1.3362 0.012
C -2.0137 -1.1394 3.6289 0.026
C 0.1331 -1.0900 -4.0816 -0.008
C 3.8901 2.7311 -0.8459 0.001
C 1.6989 0.8861 -0.9800 0.006
C 0.1790 3.0313 3.2966 -0.001
C -2.1066 -0.0990 -3.5099 -0.017
C -2.2020 2.7892 4.6728 0.000
C 0.5107 -1.2477 3.0713 0.260
C 0.8426 -3.3414 -0.0010 0.023
C 1.2942 -1.8457 2.0496 0.304
C -1.5548 1.2719 -3.0605 -0.116
C -0.8525 -1.5836 2.8345 0.232
C -0.9001 -2.4381 1.7003 0.305
C -2.1401 -2.9924 1.1217 0.050
C 4.4342 0.0300 -1.3894 0.000
C -0.4552 1.9560 -3.8264 -0.012
H 3.3427 2.9144 -1.7831 0.000
H 1.0549 3.7876 5.0949 0.000
H 1.7938 0.2720 3.8424 0.008
H -2.9199 -1.1210 3.0110 0.002
H -2.7446 -3.7855 -2.0258 0.001
H 1.4409 -2.6971 -0.6631 0.007
H -1.9266 -3.7630 0.3683 0.000
H -3.4725 -3.1872 -3.5396 0.003
H 3.0749 -0.6708 1.8773 0.013
H -2.2890 1.9526 -2.6036 0.010
H -1.2318 -0.1459 -5.4890 0.000
H -3.0103 1.9830 2.8128 0.000
H 1.1563 0.2737 -0.2398 0.004
H -1.6849 -3.3513 -3.3927 0.000
H 0.8572 -0.5478 -4.7179 -0.002
H 2.2505 0.0634 -2.8164 -0.010
H -1.8597 -0.1257 4.0137 0.003
H -4.1267 -0.2089 -0.7698 -0.001
H 1.4553 2.5605 -2.9904 0.000
H 1.3623 1.9250 -0.8309 0.001
H -3.1599 0.0014 -3.7991 -0.004
H -0.5942 3.0358 -3.6664 0.001
H -2.2054 -1.7975 4.4890 0.012
H 4.9722 2.8011 -1.0268 0.000
H 4.7570 0.6391 -2.2440 0.000
H 0.5915 -1.5932 -1.9829 0.006
H -4.5710 -1.9327 -0.9816 0.000
H 0.3664 -2.1552 -4.2317 -0.001
H 1.4649 -4.2147 0.2534 0.009
H 1.5039 -1.0938 4.9456 0.016
H -2.7743 -3.4467 1.8969 0.011
H 3.1200 -2.2222 1.0054 -0.001
H -0.0238 -3.6984 -0.5683 0.000
H 3.8171 -0.8191 -1.7036 0.000
H -1.0994 3.5226 6.3877 0.000
H -0.5699 1.7836 -4.9054 -0.007
H -1.8057 -1.7148 -4.9174 0.000
H -3.1425 2.7344 5.2135 0.000
H -4.8562 -0.7609 -2.3188 0.002
H 3.5900 3.4929 -0.1098 0.000
H 5.3121 -0.3427 -0.8399 0.000
H 1.5836 1.4449 -4.3326 0.000
H 0.2391 0.1260 4.6724 0.001
H -2.7339 -2.1975 0.6418 0.019
H 3.2749 -2.1899 2.7723 0.018
```

The value obtained for the HOMO energy (spin up / spin down) is -10.374 / -8.737 eV. The spin multiplicity is 5. Its total charge is +1. Its HOMO-LUMO gap (spin up / spin down) is 7.1 / 3.1 eV.